(1)
Formula: C26H43IrN3P2
Source: the OMol25 dataset
Level of theory: ωB97M-V/def2-TZVPD

Last column: Löwdin charge in e.
Positions of all 75 atoms, in Å:
1 Ir 1.0027 3.3986 -1.5298  1.235
2 C -1.5593 0.7675 1.2846  -0.116
3 C -2.1330 0.7452 -0.0474  -0.103
4 C -1.1203 -1.3162 0.3637  -0.126
5 C -0.9568 -0.4955 1.5243  -0.138
6 C -1.7935 -0.5096 -0.6241  -0.138
7 C -1.5907 1.8484 2.3057  -0.003
8 H -1.8868 2.8148 1.8918  0.076
9 H -0.6301 1.9453 2.8218  0.099
10 H -2.2859 1.6138 3.1144  0.117
11 C -0.5373 -0.9623 2.8672  0.010
12 H 0.0618 -0.2059 3.4092  0.104
13 H 0.0399 -1.9067 2.8669  0.084
14 H -1.4327 -1.1634 3.4963  0.130
15 C -0.9362 -2.7868 0.2933  0.014
16 H -1.8121 -3.2565 0.7548  0.127
17 H -0.0665 -3.1466 0.8459  0.079
18 H -0.8890 -3.1437 -0.7394  0.090
19 C -2.1153 -0.9143 -2.0124  -0.008
20 H -3.1378 -1.2953 -2.0549  0.121
21 H -1.4906 -1.7278 -2.3906  0.081
22 H -2.0520 -0.0763 -2.7137  0.079
23 C -2.8716 1.8351 -0.7838  -0.004
24 H -3.9306 1.6167 -0.9769  0.114
25 H -2.4091 1.9976 -1.7648  0.084
26 H -2.8366 2.7962 -0.2524  0.077
27 C 3.2125 4.7513 -1.3656  -0.373
28 C 1.7728 5.1740 -0.9559  -0.397
29 C 0.9459 6.2278 -1.6502  -0.182
30 C 0.2063 5.7429 -2.9111  -0.167
31 C 0.3388 4.2886 -3.2538  -0.297
32 C 1.5559 3.5973 -3.5136  -0.368
33 C 2.8767 4.1807 -3.8417  -0.175
34 C 3.5254 5.1083 -2.8129  -0.156
35 H 1.4706 7.1580 -1.8515  0.133
36 H 0.5604 6.3180 -3.7583  0.127
37 H 0.1819 6.4153 -0.9115  0.102
38 H 3.1018 6.1245 -3.0018  0.129
39 H 4.0656 5.0638 -0.7179  0.130
40 H 1.8761 5.4581 0.1205  0.121
41 H 4.6301 5.1595 -2.9672  0.140
42 H 3.6302 3.4736 -4.1719  0.112
43 H 1.4415 2.7073 -4.1441  0.064
44 H 2.6272 4.7758 -4.7128  0.138
45 H -0.8615 5.9699 -2.8189  0.127
46 H -0.4254 3.7676 -3.8393  0.121
47 P 3.0311 2.9834 -0.6216  0.901
48 P 1.3809 0.5815 -2.4111  0.927
49 C 3.9921 1.7757 -1.5783  -0.335
50 C 3.2169 0.8674 -2.5906  -0.346
51 H 4.5332 1.1716 -0.8251  0.097
52 H 4.8119 2.2874 -2.0948  0.097
53 H 3.3580 1.2321 -3.6052  0.074
54 H 3.6097 -0.1420 -2.4984  0.077
55 C 1.3400 -1.2285 -2.2704  -0.240
56 H 0.5911 -1.5220 -1.5205  0.013
57 H 2.3370 -1.5969 -1.9956  0.062
58 H 1.0642 -1.6614 -3.2437  0.067
59 C 0.4997 0.5726 -4.0836  -0.233
60 H 1.2667 0.3094 -4.8130  0.067
61 H -0.0025 1.5018 -4.3823  0.032
62 H -0.2479 -0.2325 -4.0529  0.032
63 C 2.8888 3.0318 1.2184  -0.184
64 H 1.8127 3.0064 1.4197  0.023
65 H 3.3546 3.9501 1.6094  0.073
66 H 3.3779 2.1362 1.6237  0.060
67 C -0.2660 3.9370 -0.0879  -0.236
68 H -0.8928 3.0780 0.1977  -0.031
69 H -0.9087 4.6889 -0.6061  0.051
70 H 0.2550 4.4149 0.7729  0.046
71 N 1.9484 0.3876 0.1982  0.043
72 C 2.4088 -0.5599 0.7515  -0.360
73 N 3.1045 -1.4541 1.3541  0.087
74 C 2.6497 -2.5885 1.8208  -0.399
75 N 2.3221 -3.6238 2.2728  0.121

Atomic forces in eV per Å
Ir -0.2 -3.0 2.7
C -0.4 0.3 -0.7
C 0.5 0.2 0.4
C -0.7 0.3 -0.1
C -0.4 -0.6 0.4
C 0.3 -0.1 0.3
C -0.1 0.1 -0.1
H 0.0 -0.2 0.1
H 0.0 0.0 -0.3
H -0.2 -0.2 -0.1
C 0.5 -0.3 0.5
H -0.3 -0.3 -0.3
H -0.2 0.5 -0.2
H 0.3 0.2 -0.4
C 0.2 0.2 -0.2
H 0.0 0.0 0.0
H 0.1 0.1 0.0
H 0.0 0.0 0.2
C -0.1 -0.2 -0.2
H -0.2 0.1 0.0
H 0.0 0.1 0.2
H -0.1 -0.1 0.2
C 0.2 0.2 0.4
H 0.2 -0.2 0.2
H 0.0 -0.1 0.1
H -0.1 -0.4 -0.1
C 0.8 0.2 1.0
C 2.2 0.9 0.7
C -0.3 -0.2 -0.2
C -0.3 0.5 -0.5
C 0.2 -0.1 -1.8
C 0.1 -0.7 -2.5
C 1.0 1.1 0.3
C 0.3 0.1 -0.4
H 0.2 0.1 0.2
H 0.0 0.2 -0.4
H -0.2 0.6 0.2
H 0.6 -0.6 0.5
H -0.9 0.8 -0.2
H -0.6 -0.7 -0.6
H -0.9 0.0 0.0
H -0.3 -0.5 0.0
H -0.2 0.4 0.4
H 0.3 0.2 -0.5
H 0.2 0.0 0.0
H -0.6 0.5 0.7
P -0.3 -0.1 -1.2
P 0.2 0.9 -0.2
C 0.7 -1.0 0.5
C -0.3 0.3 0.3
H -0.4 -0.1 -0.3
H -0.3 0.2 0.0
H 0.2 0.0 -0.1
H 0.3 0.1 -0.2
C -0.2 -0.6 0.5
H 0.5 -0.1 -0.3
H -0.5 0.0 0.2
H 0.1 0.1 0.4
C 0.2 0.4 0.3
H -0.1 0.0 -0.3
H 0.2 -0.3 0.1
H 0.3 0.3 0.0
C 0.8 0.1 -0.4
H 0.4 -0.1 0.1
H -0.1 -0.3 -0.1
H -0.2 0.3 -0.1
C -2.0 0.5 1.1
H 0.4 0.4 0.0
H 0.1 -0.4 0.7
H -0.7 -0.5 -0.5
N 0.0 -0.5 0.1
C 0.6 0.0 0.1
N -0.3 1.3 -0.8
C -0.9 -2.4 1.1
N 0.4 1.9 -0.9

Computed properties:
2S+1: 6
orbital gap (spin up / spin down): 7.57 / 4.06 eV
E_HOMO (spin up / spin down): -13.3 / -13.2 eV
total charge: +2
lowest unoccupied orbital energy (spin up / spin down): -5.73 / -9.12 eV
ΔE to the lowest compared entry with this formula, charge and spin: 2.502 eV

***

(2)
Formula: C26H43N3O16
Source: the OMol25 dataset
Level of theory: ωB97M-V/def2-TZVPD

Last column: Löwdin charge in e.
Positions of all 88 atoms, in Å:
1 N 0.0827 1.3767 -0.6916  0.290
2 H -0.9261 1.3793 -0.4921  0.054
3 H 0.3579 2.2818 -1.1461  0.083
4 H 0.3518 0.6428 -1.3455  0.072
5 H 0.6038 1.1185 0.1580  0.098
6 C 1.4944 4.0489 2.3313  -0.047
7 C 2.6795 4.0360 1.3427  -0.765
8 O 2.8488 2.9731 0.6668  -0.087
9 O 3.3667 5.0643 1.2034  -0.070
10 H 0.7503 3.3052 2.0462  0.041
11 H 1.0430 5.0399 2.2496  0.054
12 H 1.8404 3.9072 3.3582  0.059
13 C 0.2075 5.8295 -1.6182  -0.034
14 C 1.0492 4.8553 -2.3845  -0.750
15 O 1.9585 5.2666 -3.1483  -0.072
16 O 0.8835 3.6087 -2.2021  -0.109
17 H -0.8160 5.4317 -1.6257  0.037
18 H 0.0392 6.8311 -2.0134  0.059
19 H 0.6383 5.8282 -0.6165  0.075
20 C 3.6460 -1.6973 -0.5173  -0.031
21 C 3.5500 -0.7642 -1.7265  -0.725
22 O 4.6750 -0.4618 -2.1898  -0.071
23 O 2.4818 -0.2180 -2.1221  -0.094
24 H 4.1401 -2.6150 -0.8419  0.063
25 H 2.6926 -1.9566 -0.0448  0.033
26 H 4.3096 -1.1869 0.1798  0.068
27 C 0.5108 -1.4945 -4.2585  -0.032
28 C -0.4899 -1.4833 -3.0681  -0.381
29 C -1.4385 -2.6667 -3.0684  -0.220
30 O -2.2578 -2.7034 -4.2144  -0.191
31 C -3.1645 -3.7794 -4.2615  -0.121
32 N 0.2825 -1.5988 -1.8323  0.023
33 H 1.3682 -0.8584 -4.0541  0.071
34 H -0.1140 -1.0608 -5.0485  0.070
35 H 0.7272 -2.5039 -4.6098  0.076
36 H -1.0136 -0.5274 -3.1222  0.122
37 H -2.0503 -2.5522 -2.1589  0.119
38 H -0.9977 -3.6673 -2.9541  0.126
39 H -2.5887 -4.6982 -4.1084  0.083
40 H -3.7204 -3.7948 -5.1953  0.080
41 H -3.8979 -3.6853 -3.4522  0.082
42 H 0.9148 -0.7978 -1.7488  0.017
43 H 0.8704 -2.4102 -1.9744  0.089
44 C -3.7528 3.4708 -2.5899  -0.067
45 C -2.6545 2.8820 -1.7040  -0.402
46 C -3.2718 2.0162 -0.6236  -0.199
47 O -2.3215 1.6281 0.3588  -0.205
48 C -2.9070 0.6755 1.2253  -0.106
49 N -1.7634 2.0678 -2.5851  0.049
50 H -4.5352 3.8938 -1.9566  0.072
51 H -4.1478 2.6519 -3.1971  0.072
52 H -3.3154 4.1584 -3.3117  0.082
53 H -2.0838 3.6759 -1.2194  0.131
54 H -3.7297 1.1280 -1.0754  0.135
55 H -3.9905 2.6381 -0.0753  0.128
56 H -3.0761 -0.2830 0.7286  0.083
57 H -3.8239 1.0545 1.6819  0.091
58 H -2.2406 0.3789 2.0347  0.078
59 H -1.2303 2.6737 -3.2047  0.081
60 H -2.3895 1.6194 -3.2520  0.065
61 C 0.1131 -4.7253 2.1895  0.084
62 C -0.7242 -4.7076 3.2196  -0.244
63 C -1.6261 -3.5959 3.5503  -0.354
64 O -2.4812 -3.7070 4.4090  0.099
65 C -1.5220 -2.4885 2.5934  0.028
66 C -0.7710 -2.5423 1.4543  -0.213
67 C 0.2066 -3.6518 1.1660  -0.297
68 O 0.9198 -3.6836 0.2028  0.137
69 O -0.6993 -1.3976 0.7480  0.040
70 O -0.7944 -5.8196 4.0318  0.060
71 H 0.6700 -5.6457 2.0650  0.133
72 H -2.3828 -1.8320 2.5537  0.117
73 H -0.3981 -1.6008 -0.2065  0.080
74 H -0.9455 -5.4460 4.9133  0.109
75 C 3.8291 -0.3065 4.2809  0.045
76 C 3.1306 0.3476 3.3155  -0.203
77 C 1.6782 0.0618 2.9245  -0.271
78 O 1.0817 0.7765 2.1560  0.118
79 C 1.1329 -1.0039 3.7489  0.066
80 C 1.8749 -1.7057 4.6153  -0.203
81 C 3.3039 -1.4156 5.0070  -0.360
82 O 3.9250 -2.0395 5.8556  0.065
83 O 1.2728 -2.6371 5.3932  0.074
84 O 3.6972 1.3274 2.6488  0.137
85 H 4.8495 -0.0090 4.4804  0.130
86 H 0.0777 -1.2411 3.6986  0.107
87 H 1.9536 -3.0571 5.9425  0.106
88 H 2.9732 1.7732 2.1285  0.082

Atomic forces in eV per Å
N 0.9 -0.7 0.2
H 0.6 -0.3 -0.1
H 0.6 0.5 0.1
H -0.3 0.6 -0.2
H 0.1 0.9 -0.2
C 0.0 0.5 -0.3
C 0.8 -0.2 -1.4
O -0.5 -0.4 1.3
O -0.5 0.2 0.8
H 0.1 -0.1 0.2
H 0.0 0.0 0.2
H 0.0 -0.1 0.0
C -1.3 -0.2 0.3
C 2.7 -0.9 -2.1
O -1.1 0.8 0.4
O -1.6 -0.1 0.7
H 0.0 -0.2 0.6
H 0.9 0.1 -0.2
H -0.3 0.3 0.2
C -0.5 -0.2 -0.1
C 1.7 1.9 -0.6
O -0.4 -0.9 0.0
O -0.7 -0.5 0.5
H 0.0 0.0 0.1
H 0.1 0.1 0.0
H -0.1 -0.1 0.1
C -2.1 0.4 -0.5
C 1.8 -0.8 -0.6
C -1.2 0.0 0.5
O -0.3 0.6 -0.9
C 0.5 0.3 0.9
N -2.0 -0.3 0.9
H 0.1 -0.2 0.0
H 0.5 0.1 -0.5
H 0.4 -0.1 0.3
H -0.3 -0.2 0.4
H -0.3 0.0 0.0
H 0.8 0.2 -0.1
H -0.3 -0.3 -0.2
H 0.3 0.1 -0.2
H -0.1 -0.1 0.1
H 1.2 -0.6 -0.4
H 0.4 0.1 0.4
C 0.1 -0.4 0.5
C 0.5 -0.4 -1.1
C 0.1 0.6 0.2
O -0.6 -0.5 0.2
C 0.3 -0.5 0.5
N -0.7 0.2 -0.1
H -0.1 0.4 -0.4
H -0.4 0.0 0.2
H -0.1 0.4 0.3
H 0.2 -0.1 -0.1
H -0.2 0.0 0.1
H -0.5 -0.2 -0.3
H -0.4 0.1 -0.4
H -0.2 0.1 -0.2
H 0.4 0.7 -0.1
H 0.6 0.3 0.6
H 0.0 -0.4 0.2
C 0.3 -0.4 -0.6
C 0.8 -1.5 0.8
C -0.6 0.7 -1.6
O 0.3 0.1 0.4
C -1.1 -1.2 -0.6
C 0.4 2.6 0.8
C -0.9 -0.7 1.1
O 0.2 -0.1 -0.2
O -0.4 -1.9 -0.3
O 0.3 1.0 -0.1
H 0.3 0.2 -0.2
H 0.4 0.5 0.5
H 0.5 0.2 -0.5
H -0.4 -0.4 0.0
C 0.3 -0.1 0.0
C 0.9 1.0 -0.8
C 0.6 -0.2 1.6
O 0.1 -0.5 0.0
C -0.6 -0.5 -0.2
C -0.6 -0.5 1.2
C 0.5 1.1 -1.3
O -0.9 -0.6 0.2
O 0.0 -0.2 -0.3
O -0.9 -0.7 0.8
H 0.0 0.1 0.0
H 0.1 0.1 -0.1
H 0.2 0.2 0.0
H 0.6 0.8 -1.4

Computed properties:
orbital gap: 4.11 eV
E_HOMO: -2.2 eV
total charge: -2
lowest unoccupied orbital energy: 1.90 eV

***

(3)
Formula: C26H43N3O3PTl
Source: the OMol25 dataset
Level of theory: ωB97M-V/def2-TZVPD

Last column: Löwdin charge in e.
Positions of all 77 atoms, in Å:
1 C 0.6041 -1.5101 -2.1889  -0.296
2 N 0.1671 -1.7550 -0.9482  0.060
3 C -0.0661 -3.0209 -0.5735  -0.241
4 C 0.1704 -4.1039 -1.4237  0.017
5 C 0.6821 -3.8695 -2.6994  0.003
6 C 0.8945 -2.5467 -3.0819  0.004
7 Tl -0.7148 -0.0029 0.5888  0.997
8 C -2.1601 2.5592 1.6483  0.044
9 O -1.6640 3.0429 2.5670  0.080
10 C -0.5622 -3.3402 0.8260  -0.125
11 N -0.2237 -2.3335 1.8478  -0.195
12 C 1.1018 -2.6007 2.4415  -0.231
13 C 2.2348 -2.7087 1.4452  -0.068
14 C 0.7754 -0.0550 -2.6497  -0.230
15 P -0.1976 1.2059 -1.7365  1.123
16 C -1.8597 1.3268 -2.6510  -0.659
17 C -1.6900 2.1646 -3.9249  -0.074
18 C 0.7717 2.8642 -1.6689  -0.644
19 C -0.1400 3.9727 -1.0949  -0.071
20 C 1.9700 2.7324 -0.7084  -0.099
21 C 1.3386 3.2505 -3.0449  -0.069
22 C -2.3995 -0.0613 -3.0290  -0.066
23 C -2.8760 2.0319 -1.7260  -0.091
24 C -1.2225 -2.0794 2.9289  -0.252
25 C -2.3076 -3.1120 3.1557  -0.058
26 H -0.0123 -5.1098 -1.0422  0.135
27 H 0.8996 -4.6914 -3.3808  0.131
28 H 1.2604 -2.2683 -4.0717  0.131
29 H 0.5352 0.0200 -3.7265  0.107
30 H 2.6107 3.6239 -0.8149  0.105
31 H 1.6523 2.6906 0.3386  0.070
32 H 2.5832 1.8529 -0.9330  0.079
33 H 2.0661 4.0708 -2.9139  0.107
34 H 1.8824 2.4110 -3.4960  0.085
35 H 0.5800 3.5922 -3.7592  0.075
36 H 0.4808 4.8405 -0.8067  0.111
37 H -0.8972 4.3345 -1.8037  0.081
38 H -0.6558 3.6389 -0.1803  0.047
39 H -2.6197 2.0954 -4.5155  0.112
40 H -1.5233 3.2293 -3.7055  0.076
41 H -0.8689 1.8016 -4.5574  0.088
42 H -1.7758 -0.5459 -3.7944  0.090
43 H -2.5081 -0.7212 -2.1535  0.066
44 H -3.4062 0.0763 -3.4617  0.110
45 H -2.6823 3.1099 -1.6441  0.077
46 H -3.8870 1.9048 -2.1458  0.110
47 H -2.8923 1.6104 -0.7123  0.013
48 H -1.6474 -3.4942 0.8021  0.127
49 H -0.0994 -4.2976 1.1377  0.143
50 H 1.3020 -1.7863 3.1551  0.106
51 H 1.0192 -3.5401 3.0298  0.146
52 H -1.7203 -1.1192 2.7101  0.067
53 H -0.6465 -1.8963 3.8529  0.124
54 H -1.9033 -4.1277 3.2242  0.096
55 H -2.7937 -2.8727 4.1093  0.097
56 H -3.0795 -3.0630 2.3820  0.072
57 H 3.1759 -2.5584 1.9850  0.089
58 H 2.2426 -3.6994 0.9758  0.089
59 H 2.1738 -1.9216 0.6857  0.056
60 C -3.8821 -0.7097 0.4956  -0.243
61 H -4.4313 -1.4749 1.0802  0.085
62 H -4.5514 -0.3523 -0.3160  0.088
63 H -3.7969 0.1685 1.1660  0.057
64 O -2.6434 -1.1809 0.0471  -0.368
65 H 1.8391 0.2337 -2.5332  0.106
66 O 1.7074 0.3479 1.2729  -0.255
67 N 2.3219 0.6984 2.3860  -0.184
68 C 1.6284 1.1698 3.4673  -0.002
69 C 2.3254 1.6771 4.5516  -0.009
70 C 3.7214 1.6853 4.5191  -0.021
71 C 4.4003 1.0944 3.4588  -0.008
72 C 3.6859 0.6323 2.3748  0.014
73 H 0.5387 1.1747 3.4050  0.124
74 H 1.7769 2.0936 5.3996  0.133
75 H 4.2758 2.1273 5.3330  0.125
76 H 5.4831 1.0308 3.4020  0.132
77 H 4.1288 0.3430 1.4218  0.153

Atomic forces in eV per Å
C -0.2 -0.2 -0.3
N -0.4 -0.2 0.0
C 0.4 -0.3 -0.1
C 0.2 0.2 0.0
C -0.2 0.2 0.3
C -0.1 0.5 0.0
Tl 0.2 -2.2 -1.7
C 1.5 1.3 2.9
O -1.5 -1.3 -2.6
C 0.0 -0.1 0.6
N -0.1 1.0 -0.6
C -0.1 0.1 0.5
C 0.2 0.0 -0.1
C 0.7 -0.1 0.3
P -0.4 0.6 -0.2
C -0.3 0.4 0.4
C 0.1 0.2 -0.3
C 0.0 0.2 0.3
C -0.1 0.1 0.0
C 0.1 -0.2 0.1
C 0.0 0.0 -0.4
C 0.1 -0.3 0.1
C -0.1 0.0 0.1
C -0.1 0.5 0.2
C -0.1 0.0 0.3
H 0.0 0.3 -0.3
H -0.1 0.2 0.2
H -0.1 -0.3 0.2
H 0.1 0.0 0.5
H -0.3 -0.3 -0.1
H 0.0 -0.2 -0.2
H 0.0 0.1 0.1
H -0.3 -0.3 0.0
H 0.0 0.2 0.0
H 0.2 -0.1 0.3
H -0.2 -0.4 -0.2
H 0.3 -0.2 0.2
H 0.2 0.1 -0.3
H 0.3 0.0 0.2
H 0.0 -0.4 -0.1
H -0.2 0.1 0.0
H -0.2 0.1 0.2
H 0.1 0.2 -0.3
H 0.4 0.0 0.1
H -0.1 -0.3 0.0
H 0.4 0.1 0.1
H -0.1 0.0 -0.3
H 0.3 0.2 -0.1
H -0.3 0.2 -0.3
H -0.1 -0.3 -0.2
H 0.1 0.4 -0.1
H -0.1 -0.3 0.2
H -0.3 -0.3 -0.3
H -0.1 0.1 0.0
H 0.1 -0.2 -0.2
H 0.2 -0.1 0.1
H -0.1 -0.3 -0.1
H 0.2 0.3 0.0
H 0.0 -0.3 0.2
C -0.9 0.6 0.6
H 0.3 0.2 -0.3
H 0.5 -0.4 0.1
H 0.0 -0.3 -0.1
O 1.6 1.1 0.8
H -0.4 -0.1 -0.1
O -1.1 -0.1 -0.1
N 0.2 0.3 0.4
C 0.6 -0.1 -0.3
C 0.2 0.1 -0.2
C -0.1 -0.3 0.2
C -0.1 0.2 -0.2
C -0.8 0.4 -0.1
H 0.4 -0.1 -0.1
H 0.2 -0.2 -0.3
H 0.0 0.0 0.1
H -0.2 0.2 0.2
H -0.3 -0.2 0.4

Computed properties:
orbital gap (spin up / spin down): 6.27 / 6.30 eV
E_HOMO (spin up / spin down): -14.5 / -14.6 eV
total charge: +2
lowest unoccupied orbital energy (spin up / spin down): -8.24 / -8.26 eV
ΔE to the lowest compared entry with this formula, charge and spin: 2.084 eV

***

How do the records compare in DFT total energy? In the order shown, they have -1966.9112 -2384.6039 -1919.6867 hartree.